Record 1
Molecular formula: C3H5NO2
Method: DFT, ωB97M-V with the def2-TZVPD basis set

Each atom is followed by the atoms it is bonded to, with distances in Å.
Geometry (Å):
1 C 0.753 0.207 -1.135  H4 1.108, H5 1.088, O10 1.422, O11 1.391
2 C -0.087 0.499 0.988  C3 1.544, H6 1.144, H7 1.067, O10 1.426
3 C -0.918 -0.752 0.632  C2 1.544, H8 1.059, N9 1.297
4 H 1.158 0.805 -1.975  C1 1.108
5 H 1.475 -0.442 -0.643  C1 1.088
6 H 0.799 0.209 1.651  C2 1.144
7 H -0.746 1.223 1.411  C2 1.067
8 H -1.353 -1.325 1.409  C3 1.059
9 N -1.128 -1.110 -0.597  C3 1.297, O11 1.388
10 O 0.408 1.183 -0.161  C1 1.422, C2 1.426
11 O -0.361 -0.499 -1.579  C1 1.391, N9 1.388

## Properties
**F_max**: 0.06501 hartree/bohr
**Charge**: 0
**Energy above the lowest of the compared OMol25 structures with the same formula, charge and spin**: 3.356 eV
**SMILES string**: C1=NOCOC1
**Gap between HOMO and LUMO**: 0.3883 Eh
**HOMO level**: -9.656 eV

Atom charges from the natural (NBO) analysis, given in e for atoms 1 to 6: atom 1 (C): 0.191, atom 2 (C): -0.140, atom 3 (C): -0.023, atom 4 (H): 0.197, atom 5 (H): 0.143, atom 6 (H): 0.184

---

Record 2
Molecular formula: C17H41ClN13O29S2
Method: DFT, ωB97M-V with the def2-TZVPD basis set

Each atom is followed by the atoms it is bonded to, with distances in Å.
Geometry (Å):
1 C -1.762 -4.773 2.354  C2 1.625, H19 1.159, H20 1.156, H21 1.139
2 C -1.635 -3.340 1.600  C1 1.625, O3 1.249, N4 1.474
3 O -0.665 -2.624 1.927  C2 1.249
4 N -2.652 -3.062 0.569  C2 1.474, C5 1.478, S8 1.734
5 C -2.500 -3.885 -0.648  N4 1.478, C6 1.592, O7 1.269
6 C -1.234 -4.769 -1.037  C5 1.592, H22 1.146, H23 1.157, H24 1.145
7 O -3.487 -3.904 -1.446  C5 1.269
8 S -2.885 -1.376 0.235  N4 1.734, O9 1.503, O10 1.527, N11 1.729
9 O -2.609 -0.456 1.391  S8 1.503
10 O -4.370 -1.223 -0.086  S8 1.527
11 N -2.080 -0.940 -1.232  S8 1.729, S12 1.707
12 S -0.399 -0.756 -0.993  N11 1.707, O13 1.528, O14 1.505, C15 1.887
13 O 0.351 -2.076 -0.823  S12 1.528
14 O 0.003 0.195 0.102  S12 1.505
15 C 0.246 -0.060 -2.623  S12 1.887, C16 1.627, H25 1.148, H26 1.141
16 C -0.443 -0.994 -3.764  C15 1.627, O17 1.259, Cl18 1.851
17 O 0.052 -2.103 -4.097  C16 1.259
18 Cl -2.020 -0.462 -4.572  C16 1.851
19 H -2.445 -5.442 1.699  C1 1.159
20 H -0.737 -5.305 2.340  C1 1.156
21 H -2.196 -4.654 3.401  C1 1.139
22 H -1.460 -5.891 -1.091  C6 1.146
23 H -0.920 -4.433 -2.099  C6 1.157
24 H -0.312 -4.602 -0.379  C6 1.145
25 H 1.378 -0.232 -2.707  C15 1.148
26 H -0.045 1.033 -2.779  C15 1.141
27 C 0.981 2.595 2.192  N28 1.487, H31 1.089, H32 1.088, H33 1.089
28 N 2.267 3.227 1.794  C27 1.487, O29 1.219, O30 1.225
29 O 2.904 2.696 0.902  N28 1.219
30 O 2.595 4.243 2.397  N28 1.225
31 H 0.818 1.710 1.578  C27 1.089
32 H 1.059 2.326 3.243  C27 1.088
33 H 0.191 3.327 2.029  C27 1.089
34 C 1.101 -2.179 5.347  N35 1.486, H38 1.089, H39 1.090, H40 1.089
35 N 0.332 -3.358 5.822  C34 1.486, O36 1.219, O37 1.221
36 O -0.839 -3.431 5.492  N35 1.219
37 O 0.933 -4.169 6.510  N35 1.221
38 H 0.443 -1.548 4.750  C34 1.089
39 H 1.458 -1.643 6.226  C34 1.090
40 H 1.930 -2.548 4.745  C34 1.089
41 C -3.363 2.882 4.176  N42 1.486, H45 1.089, H46 1.090, H47 1.089
42 N -1.973 3.404 4.117  C41 1.486, O43 1.221, O44 1.219
43 O -1.824 4.616 4.157  N42 1.221
44 O -1.080 2.579 4.032  N42 1.219
45 H -4.051 3.723 4.250  C41 1.089
46 H -3.541 2.316 3.262  C41 1.090
47 H -3.437 2.244 5.056  C41 1.089
48 C 5.842 4.082 2.828  N49 1.487, H52 1.088, H53 1.090, H54 1.090
49 N 7.235 4.596 2.764  C48 1.487, O50 1.221, O51 1.223
50 O 7.390 5.807 2.802  N49 1.221
51 O 8.128 3.766 2.678  N49 1.223
52 H 5.158 4.925 2.903  C48 1.088
53 H 5.657 3.516 1.916  C48 1.090
54 H 5.767 3.446 3.710  C48 1.090
55 C -5.949 -5.921 -2.194  N56 1.486, H59 1.088, H60 1.090, H61 1.089
56 N -6.718 -7.104 -1.726  C55 1.486, O57 1.223, O58 1.220
57 O -7.891 -7.183 -2.064  N56 1.223
58 O -6.121 -7.914 -1.036  N56 1.220
59 H -6.603 -5.291 -2.793  C55 1.088
60 H -5.600 -5.385 -1.312  C55 1.090
61 H -5.114 -6.287 -2.790  C55 1.089
62 C -7.604 -0.288 0.021  N63 1.486, H66 1.088, H67 1.090, H68 1.090
63 N -8.789 -1.181 0.118  C62 1.486, O64 1.221, O65 1.221
64 O -9.280 -1.578 -0.927  N63 1.221
65 O -9.185 -1.452 1.241  N63 1.221
66 H -7.365 -0.134 -1.030  C62 1.088
67 H -7.863 0.655 0.500  C62 1.090
68 H -6.778 -0.780 0.535  C62 1.090
69 C 2.140 7.745 2.429  N70 1.486, H73 1.089, H74 1.089, H75 1.089
70 N 1.625 8.434 1.216  C69 1.486, O71 1.220, O72 1.221
71 O 1.016 7.758 0.404  N70 1.220
72 O 1.852 9.630 1.123  N70 1.221
73 H 1.866 6.693 2.379  C69 1.089
74 H 3.223 7.862 2.438  C69 1.089
75 H 1.682 8.221 3.296  C69 1.089
76 C -3.344 2.402 -7.941  N77 1.486, H80 1.089, H81 1.089, H82 1.089
77 N -2.723 1.889 -6.692  C76 1.486, O78 1.220, O79 1.221
78 O -1.506 1.809 -6.664  N77 1.220
79 O -3.482 1.586 -5.785  N77 1.221
80 H -2.556 2.631 -8.656  C76 1.089
81 H -4.001 1.623 -8.326  C76 1.089
82 H -3.905 3.300 -7.684  C76 1.089
83 C 9.929 4.741 0.602  N84 1.486, H87 1.088, H88 1.086, H89 1.089
84 N 9.929 5.071 -0.847  C83 1.486, O85 1.224, O86 1.219
85 O 10.483 6.107 -1.190  N84 1.224
86 O 9.374 4.281 -1.593  N84 1.219
87 H 10.455 5.527 1.141  C83 1.088
88 H 8.894 4.680 0.925  C83 1.086
89 H 10.438 3.785 0.721  C83 1.089
90 C -8.625 -10.101 -1.712  N91 1.487, H94 1.088, H95 1.088, H96 1.090
91 N -8.228 -11.279 -2.527  C90 1.487, O92 1.221, O93 1.221
92 O -7.231 -11.893 -2.180  N91 1.221
93 O -8.932 -11.547 -3.489  N91 1.221
94 H -7.915 -9.983 -0.896  C90 1.088
95 H -8.611 -9.231 -2.363  C90 1.088
96 H -9.627 -10.292 -1.326  C90 1.090
97 C 12.523 4.859 -2.921  N98 1.487, H101 1.088, H102 1.089, H103 1.087
98 N 13.737 4.004 -2.864  C97 1.487, O99 1.221, O100 1.221
99 O 14.701 4.351 -3.527  N98 1.221
100 O 13.679 3.012 -2.155  N98 1.221
101 H 12.717 5.700 -3.585  C97 1.088
102 H 11.706 4.247 -3.302  C97 1.089
103 H 12.318 5.207 -1.911  C97 1.087

## Properties
**F_max**: 0.13847 hartree/bohr
**Charge**: -1
**Gap between HOMO and LUMO**: 0.2937 Eh
**HOMO level**: -6.967 eV

Atom charges from the Mulliken analysis, given in e for atoms 1 to 6: atom 1 (C): -0.885, atom 2 (C): 0.300, atom 3 (O): -0.421, atom 4 (N): 0.283, atom 5 (C): 0.488, atom 6 (C): -0.870

---

Record 3
Molecular formula: C56H52F2N9O21
Method: DFT, ωB97M-V with the def2-TZVPD basis set

Each atom is followed by the atoms it is bonded to, with distances in Å.
Geometry (Å):
1 C 1.374 -1.710 -0.855  C2 1.610, H26 1.144, H27 1.161, H28 1.152
2 C 0.908 -0.736 -2.050  C1 1.610, C3 1.636, C4 1.638, H29 1.159
3 C -0.662 -0.369 -1.774  C2 1.636, H30 1.152, H31 1.148, H32 1.133
4 C 1.795 0.638 -2.137  C2 1.638, C5 1.628, H33 1.157, H34 1.159
5 C 2.404 0.870 -3.629  C4 1.628, C6 1.603, C9 1.604, C18 1.645
6 C 1.386 1.010 -4.859  C5 1.603, O7 1.294, O8 1.411
7 O 0.133 0.712 -4.723  C6 1.294
8 O 1.756 1.498 -6.130  C6 1.411
9 C 3.740 -0.006 -3.773  C5 1.604, C10 1.604, C15 1.618, H35 1.164
10 C 3.657 -1.578 -4.081  C9 1.604, C11 1.603, H36 1.153, H37 1.161
11 C 2.764 -1.973 -5.353  C10 1.603, O12 1.450, H38 1.161, H39 1.146
12 O 2.990 -1.148 -6.523  C11 1.450, C13 1.420
13 C 1.973 -1.326 -7.498  O12 1.420, O14 1.271, H40 1.159
14 O 0.732 -1.309 -7.222  C13 1.271
15 C 4.830 0.868 -4.589  C9 1.618, O16 1.270, N17 1.476
16 O 5.838 0.471 -5.251  C15 1.270
17 N 4.343 2.247 -4.391  C15 1.476, C18 1.507, H41 1.031
18 C 3.067 2.375 -3.600  C5 1.645, N17 1.507, N19 1.510, H42 1.161
19 N 3.148 3.091 -2.274  C18 1.510, C20 1.476, C23 1.496
20 C 4.533 3.415 -1.882  N19 1.476, O21 1.244, F22 1.445
21 O 5.269 4.286 -2.380  C20 1.244
22 F 5.090 2.669 -0.777  C20 1.445
23 C 2.479 4.420 -2.430  N19 1.496, O24 1.254, F25 1.442
24 O 1.620 4.835 -1.616  C23 1.254
25 F 2.807 5.333 -3.497  C23 1.442
26 H 2.450 -1.561 -0.500  C1 1.144
27 H 1.260 -2.801 -1.236  C1 1.161
28 H 0.700 -1.647 0.077  C1 1.152
29 H 1.002 -1.236 -3.092  C2 1.159
30 H -1.296 -1.164 -2.316  C3 1.152
31 H -0.922 0.675 -2.176  C3 1.148
32 H -0.898 -0.386 -0.666  C3 1.133
33 H 1.101 1.514 -1.838  C4 1.157
34 H 2.624 0.611 -1.328  C4 1.159
35 H 4.158 -0.001 -2.686  C9 1.164
36 H 3.261 -2.154 -3.164  C10 1.153
37 H 4.722 -1.998 -4.273  C10 1.161
38 H 3.064 -3.056 -5.646  C11 1.161
39 H 1.674 -2.027 -5.004  C11 1.146
40 H 2.215 -1.442 -8.626  C13 1.159
41 H 4.184 2.822 -5.232  N17 1.031
42 H 2.238 2.979 -4.143  C18 1.161
43 C 8.114 6.690 -0.772  C44 1.392, C48 1.392, H52 1.086
44 C 8.595 7.863 -0.197  C43 1.392, C45 1.391, H53 1.085
45 C 7.991 8.377 0.946  C44 1.391, C46 1.394, H54 1.085
46 C 6.906 7.705 1.508  C45 1.394, C47 1.394, N49 1.465
47 C 6.415 6.534 0.932  C46 1.394, C48 1.391, H55 1.085
48 C 7.024 6.029 -0.213  C43 1.392, C47 1.391, H56 1.085
49 N 6.283 8.229 2.726  C46 1.465, O50 1.225, O51 1.223
50 O 6.730 9.269 3.194  N49 1.225
51 O 5.355 7.595 3.210  N49 1.223
52 H 8.591 6.289 -1.661  C43 1.086
53 H 9.444 8.375 -0.638  C44 1.085
54 H 8.376 9.291 1.385  C45 1.085
55 H 5.569 6.007 1.359  C47 1.085
56 H 6.652 5.117 -0.668  C48 1.085
57 C -1.725 1.885 4.285  C58 1.393, C62 1.393, H66 1.083
58 C -1.952 0.517 4.418  C57 1.393, C59 1.392, H67 1.081
59 C -1.089 -0.394 3.817  C58 1.392, C60 1.394, H68 1.085
60 C 0.003 0.075 3.088  C59 1.394, C61 1.393, N63 1.464
61 C 0.232 1.441 2.945  C60 1.393, C62 1.391, H69 1.085
62 C -0.637 2.346 3.547  C57 1.393, C61 1.391, H70 1.085
63 N 0.926 -0.882 2.475  C60 1.464, O64 1.226, O65 1.222
64 O 0.681 -2.076 2.605  N63 1.226
65 O 1.890 -0.437 1.870  N63 1.222
66 H -2.394 2.594 4.758  C57 1.083
67 H -2.797 0.161 4.991  C58 1.081
68 H -1.278 -1.457 3.928  C59 1.085
69 H 1.076 1.815 2.376  C61 1.085
70 H -0.465 3.412 3.444  C62 1.085
71 C -8.002 3.070 3.142  C72 1.392, C76 1.392, H80 1.086
72 C -7.937 1.683 3.248  C71 1.392, C73 1.391, H81 1.085
73 C -6.894 1.086 3.949  C72 1.391, C74 1.394, H82 1.085
74 C -5.923 1.890 4.544  C73 1.394, C75 1.394, N77 1.464
75 C -5.978 3.278 4.434  C74 1.394, C76 1.391, H83 1.085
76 C -7.023 3.866 3.729  C71 1.392, C75 1.391, H84 1.085
77 N -4.837 1.267 5.303  C74 1.464, O78 1.225, O79 1.227
78 O -4.811 0.044 5.362  N77 1.225
79 O -4.019 2.006 5.841  N77 1.227
80 H -8.821 3.533 2.598  C71 1.086
81 H -8.702 1.068 2.786  C72 1.085
82 H -6.855 0.005 4.024  C73 1.085
83 H -5.224 3.910 4.890  C75 1.085
84 H -7.078 4.946 3.641  C76 1.085
85 C -5.714 -4.866 0.162  C86 1.392, C90 1.393, H94 1.086
86 C -4.372 -4.884 -0.206  C85 1.392, C87 1.392, H95 1.085
87 C -3.633 -3.705 -0.204  C86 1.392, C88 1.394, H96 1.085
88 C -4.248 -2.514 0.175  C87 1.394, C89 1.394, N91 1.464
89 C -5.594 -2.487 0.538  C88 1.394, C90 1.391, H97 1.085
90 C -6.326 -3.670 0.530  C85 1.393, C89 1.391, H98 1.085
91 N -3.465 -1.277 0.205  C88 1.464, O92 1.225, O93 1.225
92 O -2.290 -1.341 -0.138  N91 1.225
93 O -4.025 -0.253 0.576  N91 1.225
94 H -6.287 -5.789 0.165  C85 1.086
95 H -3.901 -5.819 -0.493  C86 1.085
96 H -2.587 -3.733 -0.494  C87 1.085
97 H -6.081 -1.562 0.830  C89 1.085
98 H -7.374 -3.661 0.813  C90 1.085
99 C -1.064 0.151 -8.949  C100 1.392, C104 1.393, H108 1.088
100 C -1.552 1.125 -8.082  C99 1.392, C101 1.392, H109 1.087
101 C -2.512 2.031 -8.523  C100 1.392, C102 1.396, H110 1.085
102 C -2.982 1.948 -9.835  C101 1.396, C103 1.394, N105 1.465
103 C -2.491 0.979 -10.709  C102 1.394, C104 1.391, H111 1.085
104 C -1.528 0.080 -10.261  C99 1.393, C103 1.391, H112 1.086
105 N -4.011 2.882 -10.295  C102 1.465, O106 1.225, O107 1.226
106 O -4.406 3.732 -9.507  N105 1.225
107 O -4.423 2.759 -11.443  N105 1.226
108 H -0.317 -0.557 -8.597  C99 1.088
109 H -1.184 1.176 -7.061  C100 1.087
110 H -2.884 2.785 -7.837  C101 1.085
111 H -2.846 0.911 -11.732  C103 1.085
112 H -1.142 -0.680 -10.933  C104 1.086
113 C -0.008 -7.334 4.378  C114 1.393, C118 1.392, H122 1.086
114 C -0.398 -8.261 3.414  C113 1.393, C115 1.391, H123 1.085
115 C -0.794 -7.828 2.152  C114 1.391, C116 1.394, H124 1.085
116 C -0.791 -6.463 1.866  C115 1.394, C117 1.394, N119 1.463
117 C -0.408 -5.532 2.829  C116 1.394, C118 1.390, H125 1.086
118 C -0.017 -5.972 4.089  C113 1.392, C117 1.390, H126 1.088
119 N -1.182 -5.999 0.534  C116 1.463, O120 1.226, O121 1.223
120 O -1.531 -6.839 -0.288  N119 1.226
121 O -1.132 -4.797 0.320  N119 1.223
122 H 0.306 -7.675 5.361  C113 1.086
123 H -0.390 -9.321 3.646  C114 1.085
124 H -1.096 -8.559 1.410  C115 1.085
125 H -0.408 -4.467 2.616  C117 1.086
126 H 0.285 -5.250 4.845  C118 1.088
127 C 0.762 -1.739 10.135  C128 1.392, C132 1.392, H136 1.086
128 C 0.912 -3.110 10.327  C127 1.392, C129 1.391, H137 1.085
129 C 0.606 -3.995 9.299  C128 1.391, C130 1.394, H138 1.085
130 C 0.153 -3.495 8.078  C129 1.394, C131 1.394, N133 1.464
131 C -0.006 -2.124 7.882  C130 1.394, C132 1.391, H139 1.085
132 C 0.300 -1.247 8.918  C127 1.392, C131 1.391, H140 1.085
133 N -0.147 -4.421 6.984  C130 1.464, O134 1.225, O135 1.225
134 O -0.013 -5.620 7.196  N133 1.225
135 O -0.510 -3.942 5.916  N133 1.225
136 H 1.007 -1.051 10.938  C127 1.086
137 H 1.271 -3.488 11.279  C128 1.085
138 H 0.727 -5.061 9.461  C129 1.085
139 H -0.362 -1.727 6.938  C131 1.085
140 H 0.182 -0.178 8.775  C132 1.085

## Properties
**F_max**: 0.12355 hartree/bohr
**Charge**: -1
**Energy above the lowest of the compared OMol25 structures with the same formula, charge and spin**: 6.539 eV
**Gap between HOMO and LUMO**: 0.1896 Eh
**HOMO level**: -5.041 eV

Atom charges from the Mulliken analysis, given in e for atoms 1 to 6: atom 1 (C): -0.701, atom 2 (C): 2.048, atom 3 (C): -1.283, atom 4 (C): -1.644, atom 5 (C): 2.450, atom 6 (C): -0.253

---

Record 4
Molecular formula: C4H9N
Method: DFT, ωB97M-V with the def2-TZVPD basis set

Each atom is followed by the atoms it is bonded to, with distances in Å.
Geometry (Å):
1 C -1.956 -0.267 0.077  C2 1.538, H5 1.096, H6 1.067, H7 1.127
2 C -0.543 -0.039 -0.484  C1 1.538, C3 1.473, H8 1.063, N14 1.477
3 C 0.631 0.066 0.400  C2 1.473, C4 1.482, H10 1.080, N14 1.462
4 C 1.984 -0.280 -0.095  C3 1.482, H11 1.099, H12 1.095, H13 1.093
5 H -2.645 0.389 -0.467  C1 1.096
6 H -2.015 -0.017 1.113  C1 1.067
7 H -2.306 -1.321 -0.115  C1 1.127
8 H -0.378 -0.394 -1.473  C2 1.063
9 H -0.434 1.713 0.521  N14 0.997
10 H 0.464 -0.093 1.455  C3 1.080
11 H 2.256 -1.335 0.051  C4 1.099
12 H 2.765 0.323 0.381  C4 1.095
13 H 2.098 -0.020 -1.151  C4 1.093
14 N 0.078 1.274 -0.213  C2 1.477, C3 1.462, H9 0.997

## Properties
**F_max**: 0.03904 hartree/bohr
**Charge**: 0
**Energy above the lowest of the compared OMol25 structures with the same formula, charge and spin**: 0.804 eV
**SMILES string**: C[C@H]1N[C@@H]1C
**Gap between HOMO and LUMO**: 0.3908 Eh
**HOMO level**: -9.431 eV

Atom charges from the natural (NBO) analysis, given in e for atoms 1 to 6: atom 1 (C): -0.622, atom 2 (C): -0.076, atom 3 (C): -0.093, atom 4 (C): -0.615, atom 5 (H): 0.212, atom 6 (H): 0.204